1.
The following is a quantum chemistry calculation of one molecule with the formula C19H18FN5O3 at a distorted geometry, from the Open Molecules 2025 dataset.

Geometry as XYZ:
```
46
Properties=species:S:1:pos:R:3
N 2.963 -2.657 -3.037
O 1.125 3.922 -2.580
O 2.298 0.788 -2.370
F -4.614 1.397 4.240
C 2.146 -2.079 -2.412
N -0.949 2.713 -0.772
N -1.044 -0.779 -0.892
O 2.350 3.309 -0.672
C 1.268 3.359 -1.540
C 1.269 0.288 -2.032
C 0.180 2.413 -1.202
C -0.857 0.483 -0.891
C 1.160 -1.183 -1.924
C 0.004 -1.663 -1.308
C -3.316 0.195 2.657
C -4.138 2.334 2.107
C -2.459 0.277 1.540
C -3.396 2.450 0.908
C -4.118 1.231 3.001
C -2.475 1.427 0.702
N 0.263 1.055 -1.452
N -1.562 1.547 -0.366
C 4.457 3.745 0.198
C -1.021 -3.791 1.339
C 0.633 -5.099 0.081
C 3.483 3.974 -0.968
C -0.216 -3.134 -1.075
C 0.159 -3.690 0.260
H -3.223 -0.700 3.283
H -4.823 3.120 2.290
H -1.768 -0.597 1.481
H -3.458 3.361 0.410
H 5.464 4.069 -0.102
H 4.157 4.354 1.016
H 4.323 2.703 0.568
H -1.231 -2.707 1.586
H -1.944 -4.415 1.150
H -0.558 -4.326 2.193
H 0.960 -5.475 1.123
H -0.186 -5.664 -0.357
H 1.548 -5.192 -0.555
H 3.901 3.528 -1.877
H 3.219 5.041 -1.132
H 0.362 -3.609 -1.873
H -1.330 -3.181 -1.405
H 0.993 -3.143 0.659
```

Output
SMILES: CCOC(=O)c1nn(-c2ccc(F)cc2)c2nc(CC(C)C)c(C#N)c(=O)n12
Relative energy (zero: lowest compared OMol25 entry of this formula, charge and spin): 46.46 kcal/mol
HOMO-LUMO gap: 8.53 eV
HOMO energy: -0.324 Eh



2.
The following is a quantum chemistry calculation of an isolated ion of composition C4H7N2 and charge +1 at a distorted geometry, from the Open Molecules 2025 dataset.

Geometry as XYZ:
```
13
Properties=species:S:1:pos:R:3
C -1.343 1.036 0.538
C 0.461 -0.762 -0.478
C 0.036 0.522 -1.251
C 0.416 -0.516 0.971
N -0.520 0.251 1.427
N -1.060 1.206 -0.662
H -2.180 1.535 1.001
H -0.271 -1.550 -0.701
H 1.436 -1.125 -0.802
H 0.859 1.242 -1.332
H -0.247 0.260 -2.273
H 1.144 -0.949 1.648
H -0.591 0.458 2.423
```

Output
Relative energy (zero: lowest compared OMol25 entry of this formula, charge and spin): 0.00 kcal/mol
HOMO-LUMO gap (alpha / beta): 8.28 / 7.49 eV
HOMO energy (alpha / beta): -0.433 / -0.590 Eh
Total charge: +1
2S+1: 3
⟨S²⟩: 2.0204



3.
The following is a quantum chemistry calculation of C6H10O2 as an isolated structure at a distorted geometry, from the Open Molecules 2025 dataset.

Geometry as XYZ:
```
18
Properties=species:S:1:pos:R:3
C 0.544 1.131 0.400
C -0.781 0.577 -0.389
C -0.066 0.124 -1.721
C 1.147 -0.601 -1.040
C 0.827 -0.337 0.438
C -0.713 -0.600 0.613
H -0.196 1.018 2.165
H 1.124 1.844 -0.193
H -1.729 1.130 -0.481
H -0.776 -0.550 -2.214
H 0.068 0.991 -2.419
H 1.148 -1.762 -1.135
H 2.138 -0.159 -1.225
H 1.579 -0.777 1.075
H -1.302 -0.319 1.454
H -0.843 -1.908 -0.833
O 0.223 1.690 1.596
O -1.092 -1.850 0.154
```

Output
Relative energy (zero: lowest compared OMol25 entry of this formula, charge and spin): 52.32 kcal/mol
HOMO-LUMO gap: 10.14 eV
HOMO energy: -0.340 Eh



4.
The following is a quantum chemistry calculation of a 2-piece molecular cluster, C13H16ClF8N3O5 overall at a distorted geometry, from the Open Molecules 2025 dataset.

Geometry as XYZ:
```
46
Properties=species:S:1:pos:R:3
C -0.151 6.262 -0.187
C 0.320 4.732 0.094
N 0.898 4.061 -1.109
N 0.034 3.073 -1.615
C -0.015 1.895 -0.899
C -0.855 0.710 -1.311
C -0.950 -0.690 -0.598
C -0.356 -0.755 0.879
O 0.076 -2.137 1.068
C 0.020 -2.511 2.452
C 1.503 -2.433 3.062
F 2.333 -1.820 2.114
F 1.420 -1.545 4.183
C 2.056 -3.814 3.628
F 3.115 -3.526 4.498
F 1.042 -4.430 4.401
C 2.497 -4.871 2.519
F 1.749 -4.817 1.337
F 2.252 -6.156 3.078
C 4.050 -4.851 2.153
F 4.589 -3.566 2.004
F 4.205 -5.640 0.989
C -1.615 1.024 -2.598
C -1.379 2.394 -3.164
N -0.595 3.446 -2.712
H -1.245 6.429 0.106
H 0.445 6.965 0.495
H 0.064 6.530 -1.266
H 1.181 4.830 0.847
H -0.491 4.138 0.617
H 1.106 4.745 -1.854
H 0.616 1.793 0.039
H -0.327 -1.420 -1.231
H -2.014 -1.112 -0.633
H -1.169 -0.448 1.606
H 0.557 -0.084 0.920
H -0.719 -1.928 3.080
H -0.308 -3.611 2.479
H 4.652 -5.386 2.964
H -2.300 0.303 -3.129
H -1.932 2.624 -4.140
O -3.959 -0.232 -4.052
Cl -4.876 0.320 -5.036
O -5.187 -0.690 -6.019
O -4.247 1.454 -5.682
O -6.086 0.747 -4.373
```

Output
HOMO-LUMO gap: 6.14 eV
HOMO energy: -0.309 Eh



5.
The following is a quantum chemistry calculation of C7H4IrNO8SbSe5 as an isolated structure, from the Open Molecules 2025 dataset.

Geometry as XYZ:
```
27
Properties=species:S:1:pos:R:3
Ir -0.426 -0.159 -1.315
O 1.728 3.085 1.150
C 1.236 2.021 0.452
O 1.549 1.837 -0.686
C 0.326 1.186 1.300
C 0.253 1.437 2.659
C -0.544 0.630 3.455
C -1.267 -0.375 2.852
C -1.167 -0.568 1.480
N -0.363 0.185 0.717
C -1.983 -1.696 0.820
O -2.830 -2.228 1.541
O -1.648 -1.953 -0.361
H 2.324 3.524 0.526
H 0.827 2.248 3.078
H -0.591 0.790 4.525
H -1.930 -1.042 3.385
Se 4.212 -4.768 -1.043
Sb 3.222 -3.029 -2.336
Se 3.554 -0.712 -1.355
Se 1.355 -1.731 -0.968
Se 3.235 -3.068 -4.716
O -2.335 2.200 -4.057
Se -2.310 0.907 -3.100
O -0.886 0.002 -3.334
O -1.915 1.292 -1.483
O -3.623 -0.015 -3.187
```

Output
Relative energy (zero: lowest compared OMol25 entry of this formula, charge and spin): 20.37 kcal/mol
HOMO-LUMO gap (alpha / beta): 6.22 / 6.33 eV
HOMO energy (alpha / beta): -0.090 / -0.093 Eh
Total charge: -2
2S+1: 2
⟨S²⟩: 0.7545



no.,DFT total energy (eV)
1,-36302.821
2,-7230.732
3,-10476.901
4,-62696.226
5,-361303.450